ORCA calculation (wB97M-V/def2-TZVPD) on a molecular structure, C29H26F6N4O7V at a distorted geometry.

Geometry as XYZ:
```
73
Properties=species:S:1:pos:R:3:lowdin_charge:R:1
V 0.539 -0.352 -0.050 1.149
O 1.134 6.438 0.552 -0.034
C 2.261 5.646 0.833 -0.185
C 1.873 4.205 0.671 -0.114
C 2.820 3.196 0.827 0.041
C 2.441 1.889 0.666 -0.078
N 1.177 1.540 0.356 0.006
C 0.259 2.520 0.183 -0.144
C 0.570 3.847 0.337 0.100
C -1.049 2.033 -0.309 -0.146
C -2.125 2.836 -0.585 0.094
C -3.251 2.279 -1.182 -0.117
C -4.443 3.131 -1.512 -0.185
O -4.248 4.399 -0.934 -0.035
C -3.243 0.921 -1.486 0.043
C -2.148 0.160 -1.159 -0.038
N -1.066 0.705 -0.566 0.007
H 1.367 7.372 0.599 0.117
H 2.623 5.786 1.858 0.148
H 3.100 5.854 0.161 0.148
H 3.852 3.424 1.062 0.144
H 3.165 1.090 0.752 0.124
H -0.170 4.617 0.185 0.131
H -2.114 3.890 -0.352 0.132
H -5.341 2.632 -1.135 0.145
H -4.530 3.180 -2.602 0.150
H -4.967 4.990 -1.183 0.116
H -4.090 0.450 -1.967 0.142
H -2.115 -0.903 -1.338 0.133
O 1.205 -2.855 0.133 0.054
C -0.013 -2.907 0.271 -0.499
O -0.685 -1.754 0.428 -0.155
C -0.789 -4.153 0.227 -0.123
C -2.087 -4.225 0.729 0.004
C -2.781 -5.422 0.668 -0.024
C -2.195 -6.537 0.083 0.040
C -0.915 -6.425 -0.422 -0.110
C -0.186 -5.263 -0.354 0.079
N -0.295 -7.604 -1.079 -0.348
O 0.766 -7.429 -1.636 0.097
O -0.865 -8.663 -0.968 0.115
H -2.544 -3.352 1.177 0.121
H -3.782 -5.493 1.071 0.121
H -2.713 -7.483 0.014 0.134
H 0.821 -5.224 -0.744 0.137
C 1.210 -1.796 -3.758 0.061
C 1.794 -0.833 -2.762 -0.283
O 1.002 -0.810 -1.557 -0.158
C 1.771 0.611 -3.308 -0.579
F 2.431 1.446 -2.498 0.178
F 2.297 0.656 -4.520 0.213
F 0.503 1.029 -3.361 0.178
C 3.230 -1.228 -2.320 -0.567
F 4.118 -0.748 -3.177 0.215
F 3.496 -0.716 -1.104 0.149
F 3.356 -2.542 -2.241 0.207
H 0.199 -1.492 -4.021 0.115
H 1.196 -2.800 -3.343 0.112
H 1.828 -1.788 -4.655 0.127
N 1.403 -0.723 1.878 0.054
C 0.782 0.087 2.929 -0.286
C 1.595 0.799 3.790 -0.029
C 1.014 1.606 4.758 -0.042
C -0.369 1.695 4.852 -0.049
C -1.171 0.970 3.981 -0.045
C -0.598 0.157 3.009 -0.036
H 2.415 -0.619 1.913 0.121
H 1.247 -1.719 2.029 0.120
H 2.675 0.720 3.720 0.124
H 1.646 2.154 5.445 0.120
H -0.819 2.315 5.616 0.119
H -2.248 1.023 4.064 0.118
H -1.228 -0.442 2.361 0.105
```

- multiplicity = 2
- strongest force on any atom (eV/Å) = 1.97
- <S²> = 0.760
- gap between HOMO and LUMO (spin up / spin down) (eV) = 6.9 / 7.2
- molar mass (Da) = 707.48
- E_LUMO (spin up / spin down) (Ha) = -0.287 / -0.274
- highest occupied orbital energy (spin up / spin down) (eV) = -14.7 / -14.7
- charge = +2
- ΔE to the lowest compared entry with this formula, charge and spin (kJ/mol) = 0.0

ORCA calculation (wB97M-V/def2-TZVPD) on a molecular structure, C29H55As3CaClN6O4PS.

Geometry as XYZ:
```
101
Properties=species:S:1:pos:R:3:lowdin_charge:R:1
Ca 1.110 -0.339 -0.154 0.958
C 0.687 -3.538 -6.892 -0.051
C 0.889 -3.457 -5.404 -0.268
C 1.735 -4.350 -4.754 -0.032
C 1.966 -4.250 -3.391 -0.050
C 1.347 -3.246 -2.661 -0.272
C 0.488 -2.356 -3.290 -0.059
C 0.263 -2.468 -4.652 -0.028
S 1.717 -3.096 -0.923 0.526
O 0.462 -2.591 -0.292 -0.510
O 2.087 -4.418 -0.481 -0.314
N 2.773 -1.975 -0.714 -0.318
C 3.627 -1.528 -1.805 -0.197
C 3.037 -0.380 -2.649 -0.671
O 3.623 -0.054 -3.676 -0.006
O 1.959 0.176 -2.207 -0.299
H 0.687 -4.572 -7.235 0.076
H 1.492 -3.015 -7.413 0.086
H -0.255 -3.076 -7.188 0.073
H 2.222 -5.133 -5.323 0.114
H 2.613 -4.950 -2.881 0.114
H 0.004 -1.569 -2.729 0.086
H -0.401 -1.766 -5.141 0.111
H 3.929 -2.321 -2.495 0.113
H 4.557 -1.147 -1.375 0.116
C 2.684 -2.722 2.914 -0.302
As 1.711 -1.047 2.749 1.113
C 2.926 0.154 3.691 -0.310
C 0.345 -1.310 4.147 -0.333
C -1.067 -0.870 3.731 -0.679
C -1.523 -1.771 2.571 -0.094
C -1.066 0.597 3.292 -0.371
As -2.663 1.305 2.364 1.131
C -1.888 3.082 2.089 -0.341
C -3.741 1.789 3.941 -0.341
C -2.060 -1.103 4.885 -0.378
As -1.959 -0.318 6.714 1.118
C -0.800 -1.661 7.562 -0.355
C -0.629 1.136 6.690 -0.352
H 2.869 -2.973 3.959 0.026
H 3.629 -2.631 2.380 0.027
H 2.109 -3.513 2.432 0.021
H 3.195 -0.247 4.669 0.026
H 2.443 1.124 3.803 0.014
H 3.825 0.288 3.090 0.024
H 0.681 -0.787 5.042 0.043
H 0.330 -2.378 4.386 0.084
H -0.890 -1.639 1.689 0.035
H -2.552 -1.548 2.284 0.047
H -1.468 -2.822 2.861 0.095
H -0.240 0.794 2.597 0.003
H -0.911 1.253 4.147 0.049
H -1.531 3.496 3.033 0.028
H -2.641 3.747 1.666 0.015
H -1.049 2.996 1.398 -0.059
H -3.109 2.148 4.754 0.009
H -4.329 0.942 4.292 0.003
H -4.430 2.583 3.653 0.016
H -2.103 -2.178 5.096 0.068
H -3.061 -0.835 4.532 0.032
H -1.306 -2.626 7.548 0.014
H -0.646 -1.375 8.603 0.013
H 0.168 -1.760 7.075 0.010
H -1.080 2.057 6.323 0.002
H 0.269 0.921 6.114 0.004
H -0.348 1.293 7.732 0.017
Cl 1.430 2.264 0.637 -0.211
C -2.735 -2.981 -0.932 -0.014
N -3.076 -1.576 -0.714 -0.177
C -4.412 -1.234 -0.251 -0.048
C -2.135 -0.672 -0.774 -0.305
N -1.281 0.110 -0.848 0.121
H -3.241 -3.360 -1.821 0.093
H -3.047 -3.563 -0.063 0.095
H -1.658 -3.082 -1.044 0.067
H -5.148 -1.486 -1.017 0.090
H -4.461 -0.172 -0.028 0.065
H -4.641 -1.788 0.662 0.086
C 1.460 5.278 -3.547 -0.132
N 1.449 4.215 -2.470 -0.068
C 0.006 4.037 -1.986 -0.139
N -0.854 3.719 -3.071 -0.147
C -0.778 4.750 -4.094 -0.179
N 0.574 4.941 -4.613 -0.155
C 1.025 3.755 -5.362 -0.332
P 1.100 2.162 -4.377 1.073
C 2.035 2.921 -2.960 -0.276
C -0.583 2.377 -3.602 -0.318
H 2.485 5.368 -3.906 0.140
H 1.145 6.210 -3.075 0.138
H 1.999 4.518 -1.664 0.167
H -0.275 4.995 -1.542 0.142
H 0.031 3.261 -1.223 0.050
H -1.119 5.695 -3.663 0.131
H -1.435 4.485 -4.921 0.131
H 2.017 3.959 -5.775 0.085
H 0.354 3.620 -6.213 0.083
H 3.074 3.092 -3.245 0.108
H 2.012 2.219 -2.131 0.024
H -0.680 1.651 -2.793 0.055
H -1.348 2.138 -4.345 0.087
```

- strongest force on any atom (eV/Å) = 0.77
- gap between HOMO and LUMO (eV) = 7.8
- molar mass (Da) = 915.14
- E_LUMO (Ha) = 0.005
- highest occupied orbital energy (eV) = -7.7
- charge = 0
- ΔE to the lowest compared entry with this formula, charge and spin (kJ/mol) = 94.3